A 2-piece molecular cluster, ClN2O2 overall. Source: OMol25; level of theory: ωB97M-V/def2-TZVPD.

CARTESIAN COORDINATES (ANGSTROEM)
N1 -0.713 -1.082 0.870
N2 -0.040 0.367 -0.772
O1 1.115 0.278 -0.957
O2 -0.796 1.332 -1.140
Cl1 0.434 -0.895 1.998

Forces on atoms 1 to 3 (eV/Å):
-0.8 0.2 -1.2
-4.8 0.3 1.6
2.8 0.7 -1.2

HOMO level (spin up / spin down)	-3.0790 / -2.9758	eV
Kohn-Sham gap (spin up / spin down)	7.11 / 6.95	eV
E_tot	-19592.3198	eV
LUMO level (spin up / spin down)	4.03 / 3.98	eV
total charge	-1
energy relative to the best compared isomer or geometry (same formula, charge and spin)	2.700	eV